Entry 1:
{"formula": "C4H39N2O15", "method": "the ωB97M-V functional and the def2-TZVPD basis", "elements": ["N", "C", "C", "N", "C", "C", "O", "H", "H", "H", "H", "H", "H", "H", "H", "H", "H", "H", "H", "H", "O", "H", "H", "O", "H", "H", "O", "H", "H", "O", "H", "H", "O", "H", "H", "O", "H", "H", "O", "H", "H", "O", "H", "H", "O", "H", "H", "O", "H", "H", "O", "H", "H", "O", "H", "H", "O", "H", "H", "O"], "xyz": [[-2.682, -0.003, 1.965], [-1.194, -0.567, 1.832], [-0.477, -0.672, 0.484], [-0.658, 0.608, -0.310], [0.100, 1.705, 0.247], [-0.856, 2.894, 0.370], [-1.230, 3.001, 1.723], [-3.373, -0.460, 1.429], [-2.439, 1.024, 1.661], [-3.021, -0.082, 2.906], [-0.607, 0.134, 2.317], [-1.269, -1.540, 2.447], [-0.747, -1.500, -0.153], [0.620, -0.944, 0.782], [-0.433, 0.379, -1.173], [0.726, 1.414, 1.232], [0.909, 2.158, -0.565], [-1.711, 2.860, -0.309], [-4.379, 0.202, -0.557], [-5.439, -0.653, 0.074], [-4.525, -0.663, -0.125], [-3.679, -1.896, -1.026], [-2.766, -2.324, -2.227], [-2.815, -2.354, -1.214], [3.457, 0.805, -0.343], [3.086, 1.681, 0.731], [3.713, 1.025, 0.503], [1.643, 0.508, 3.162], [2.136, 1.993, 3.543], [1.351, 1.480, 3.214], [3.188, -0.607, 1.468], [2.285, -1.979, 1.387], [2.519, -1.179, 1.791], [0.181, -2.759, -4.011], [1.082, -2.721, -2.809], [0.261, -2.339, -3.200], [0.809, -3.381, 0.398], [2.015, -4.111, 1.113], [1.772, -3.333, 0.429], [-0.539, 3.128, 2.376], [-0.080, 4.771, 0.719], [-0.050, 4.047, 0.024], [-0.622, -4.386, -0.899], [-1.680, -3.485, -0.291], [-0.838, -3.786, -0.176], [-2.885, 2.163, -0.545], [-3.744, 2.515, -1.609], [-3.809, 1.956, -0.836], [2.440, 0.256, -1.978], [3.937, 0.364, -2.703], [3.397, -0.113, -1.918], [2.906, 4.186, 1.607], [1.948, 4.145, 0.383], [2.115, 3.775, 1.225], [2.266, -2.843, -1.153], [2.970, -1.785, -2.006], [2.570, -2.652, -2.059], [0.661, -0.765, -2.891], [0.574, 0.541, -3.627], [0.911, 0.164, -2.831]], "forces_ev_per_a": [[3.97, 2.55, -0.89], [-1.67, -3.13, 0.59], [0.41, 0.24, -0.45], [-1.01, -1.22, 6.67], [2.65, 0.83, -2.05], [4.03, 1.56, 2.41], [-2.83, -0.09, -0.35], [-0.96, -0.51, -1.95], [-1.56, -1.88, 0.81], [0.38, 0.47, 0.83], [0.66, 1.39, 1.71], [0.66, 1.40, -1.21], [-0.67, -0.02, -0.02], [-1.67, 1.07, -0.33], [1.46, -0.84, -5.21], [-1.71, 1.10, -2.21], [-1.71, -1.62, 1.87], [0.40, 0.21, 0.55], [0.31, 0.11, -0.06], [-1.66, -0.23, 0.35], [0.99, 0.43, -0.13], [1.04, -0.49, 0.04], [0.16, -0.22, 2.22], [-1.13, 0.57, -2.41], [-0.28, -1.27, -3.30], [-0.99, 1.43, 0.88], [1.53, 0.07, 2.89], [-0.21, 1.94, 0.09], [-1.04, -0.94, -0.49], [1.32, -1.28, 0.46], [1.16, 0.44, -1.33], [0.34, -1.65, -1.61], [-1.39, 1.73, 3.24], [-0.40, -1.09, -2.55], [0.38, 0.37, 0.13], [-0.21, 0.55, 2.24], [-0.81, -0.07, -0.17], [-0.63, 2.59, -2.50], [1.09, -3.00, 2.91], [0.90, -0.29, -0.46], [-0.47, -1.53, -1.13], [-1.17, 1.16, 0.39], [-0.26, 0.11, 0.03], [-3.80, 1.42, -0.91], [4.26, -1.82, 0.88], [-1.20, -1.16, 0.34], [-0.98, 0.14, -0.85], [1.45, 0.47, 0.32], [1.83, -0.77, -0.71], [-2.04, -1.66, 2.74], [0.34, 2.60, -2.46], [-0.22, -0.07, -0.40], [-0.17, 0.66, -1.35], [1.09, -0.65, 2.15], [0.46, -0.25, -0.10], [0.51, 0.80, -0.17], [-0.64, -1.10, 0.19], [-0.17, -1.01, -0.32], [-0.23, 0.61, -0.87], [0.13, 0.83, 1.06]], "mulliken_charge": [-0.07, -1.44, 0.70, -0.28, 1.12, 0.40, -0.60, 0.26, 0.25, 0.39, 0.65, 0.36, 0.48, -0.32, 0.36, -0.69, 0.20, -0.32, 0.34, 0.27, -0.70, 0.37, 0.27, -0.66, 0.51, 0.30, -0.80, 0.28, 0.29, -0.61, 0.35, 0.31, -0.60, 0.25, 0.39, -0.63, 0.39, 0.35, -0.87, 0.38, 0.37, -0.70, 0.29, 0.25, -0.65, 0.18, 0.35, -0.75, 0.46, 0.35, -0.91, 0.25, 0.32, -0.55, 0.47, 0.49, -0.83, 0.38, 0.27, -0.66], "orbital_gap_ev": 9.52, "homo_energy_ev": -12.0, "total_charge": 1, "multiplicity": 1, "energy_ha": -1413.6177}

***

Entry 2:
{"formula": "C4H39N3O14", "method": "the ωB97M-V functional and the def2-TZVPD basis", "elements": ["C", "N", "C", "N", "C", "N", "C", "O", "H", "H", "H", "H", "H", "H", "H", "H", "H", "H", "H", "H", "H", "H", "H", "O", "H", "H", "O", "H", "H", "O", "H", "H", "O", "H", "H", "O", "H", "H", "O", "H", "H", "O", "H", "H", "O", "H", "H", "O", "H", "H", "O", "H", "H", "O", "H", "H", "O", "H", "H", "O"], "xyz": [[-0.605, -0.701, -0.224], [-1.743, -1.581, -0.458], [-3.002, -0.830, -0.382], [-3.436, -0.642, 1.003], [0.651, -1.530, 0.115], [1.500, -0.855, 1.083], [1.508, -1.420, 2.432], [0.232, -1.493, 3.002], [-0.763, 0.038, 0.568], [-0.426, -0.130, -1.133], [-1.781, -2.349, 0.206], [-2.864, 0.155, -0.867], [-3.731, -1.395, -0.978], [-3.607, -1.559, 1.416], [-4.299, -0.113, 1.022], [1.259, -1.655, -0.803], [0.401, -2.527, 0.507], [1.438, 0.171, 1.053], [2.131, -0.778, 3.075], [1.916, -2.427, 2.424], [-0.323, -0.655, 2.893], [-1.712, 3.594, 4.459], [-1.013, 3.011, 3.171], [-1.406, 2.786, 4.036], [-0.076, 2.866, -2.311], [1.416, 2.567, -2.585], [0.550, 2.636, -3.038], [4.130, -0.387, -2.355], [4.076, -0.231, -0.827], [4.419, 0.203, -1.607], [2.603, -1.558, -3.751], [3.921, -2.394, -3.598], [3.566, -1.503, -3.511], [0.478, -0.970, -4.286], [0.362, -1.980, -3.206], [0.915, -1.808, -3.977], [-0.723, -4.382, 2.445], [-0.641, -2.819, 2.339], [-1.074, -3.619, 1.963], [2.480, 2.574, -0.058], [2.940, 2.924, 1.414], [2.231, 2.514, 0.906], [0.531, 2.866, 1.290], [-0.777, 2.036, 1.664], [-0.445, 2.942, 1.449], [-1.096, 3.133, -0.150], [-1.621, 4.099, -1.230], [-1.329, 3.187, -1.109], [3.530, 3.094, -2.122], [3.501, 1.569, -1.719], [2.973, 2.422, -1.708], [-1.046, 0.110, -3.530], [-0.060, 1.243, -3.978], [-0.545, 0.441, -4.290], [-2.106, 0.272, 2.204], [-1.547, 1.174, 3.462], [-1.303, 0.615, 2.694], [-4.045, -4.149, 1.475], [-2.773, -3.422, 2.064], [-3.741, -3.380, 1.958]], "forces_ev_per_a": [[0.05, 0.07, -0.09], [0.03, 0.55, 0.17], [-0.06, -0.11, -0.39], [0.70, 0.41, 0.08], [0.91, -0.39, -0.32], [-2.46, -0.23, 0.08], [0.82, 0.67, 1.72], [-0.25, 0.05, -1.06], [-0.17, -0.06, 0.09], [0.16, 0.13, -0.08], [0.09, -0.08, -0.10], [-0.04, -0.42, 0.20], [0.05, 0.10, 0.13], [-0.39, 0.05, -0.04], [-0.06, -0.01, 0.09], [-0.15, -0.06, 0.17], [0.14, 0.32, -0.20], [0.75, 0.14, -0.21], [0.07, -0.18, -0.46], [0.10, -0.06, -0.30], [0.21, 0.11, 0.34], [0.03, -0.11, -0.10], [-0.06, 0.64, 0.33], [0.08, -0.04, 0.08], [0.11, -0.06, -0.46], [-0.36, -0.04, -0.41], [0.14, -0.07, 0.62], [0.21, 0.01, 0.11], [0.14, -0.22, 0.31], [-0.37, 0.01, -0.42], [0.43, -0.13, 0.12], [-0.01, 0.11, -0.09], [-0.39, 0.00, 0.07], [0.29, -0.12, -0.30], [0.12, -0.49, 0.02], [-0.42, 0.53, 0.21], [-0.16, 0.20, -0.08], [-0.17, -0.48, 0.29], [0.58, 0.09, 0.00], [0.09, 0.14, 0.45], [-0.03, 0.01, -0.11], [-0.10, -0.42, -0.37], [-0.48, 0.04, 0.14], [0.43, 0.50, -0.16], [0.20, -0.66, 0.01], [-0.03, 0.12, -0.48], [-0.06, -0.10, -0.11], [-0.07, 0.10, 0.51], [-0.01, -0.06, 0.05], [0.04, 0.39, -0.15], [0.23, -0.19, 0.20], [-0.01, 0.49, -0.30], [-0.28, -0.06, 0.19], [0.10, -0.27, 0.20], [0.06, 0.16, 0.41], [-0.30, 0.02, 0.03], [-0.16, -0.83, -0.68], [0.16, -0.16, -0.03], [-0.22, -0.63, -0.09], [-0.24, 0.57, 0.14]], "mulliken_charge": [1.10, -0.28, -0.85, -0.48, -0.70, 0.20, -0.43, -0.59, -0.93, 0.21, 0.32, 0.50, 0.38, 0.19, 0.25, 0.18, 0.56, 0.23, 0.37, 0.38, 0.43, 0.31, 0.44, -0.70, 0.40, 0.46, -0.80, 0.45, 0.29, -0.74, 0.42, 0.31, -0.71, 0.54, 0.27, -0.80, 0.33, 0.41, -0.78, 0.44, 0.29, -0.70, 0.48, 0.39, -1.01, 0.49, 0.28, -0.68, 0.31, 0.42, -0.83, 0.26, 0.48, -0.75, 0.34, 0.47, -0.79, 0.31, 0.38, -0.71], "s2": 0.7550, "orbital_gap_ev": [10.18, 4.81], "homo_energy_ev": [-12.9, -12.8], "total_charge": 1, "multiplicity": 2, "energy_ha": -1393.1920}

***

Entry 3:
{"formula": "C4H39NO15", "method": "the ωB97M-V functional and the def2-TZVPD basis", "elements": ["C", "C", "C", "C", "N", "H", "H", "H", "H", "H", "H", "H", "H", "H", "H", "H", "O", "H", "H", "O", "H", "H", "O", "H", "H", "O", "H", "H", "O", "H", "H", "O", "H", "H", "O", "H", "H", "O", "H", "H", "O", "H", "H", "O", "H", "H", "O", "H", "H", "O", "H", "H", "O", "H", "H", "O", "H", "H", "O"], "xyz": [[-1.386, 2.042, -1.629], [-1.036, 1.505, -0.151], [0.339, 0.882, -0.224], [0.546, -0.373, 0.180], [1.798, -0.971, 0.304], [-0.453, 1.882, -2.161], [-1.643, 3.096, -1.705], [-2.170, 1.381, -1.984], [-1.095, 2.260, 0.619], [-1.821, 0.778, -0.005], [1.138, 1.609, -0.183], [-0.276, -1.061, 0.359], [1.897, -1.756, 0.922], [2.513, -0.323, 0.030], [-2.943, -1.393, 3.015], [-2.531, -0.894, 1.599], [-2.297, -1.496, 2.313], [-4.652, -2.337, -0.053], [-4.789, -2.452, -1.651], [-4.466, -1.947, -0.900], [2.897, 0.908, 3.455], [1.880, -0.098, 2.768], [2.371, 0.734, 2.676], [3.761, 0.411, -1.642], [4.968, 0.564, -0.902], [4.578, -0.089, -1.490], [0.624, -4.506, -1.925], [-0.031, -3.457, -1.175], [0.334, -4.342, -1.018], [2.722, -3.421, 0.060], [1.933, -4.610, 0.827], [2.605, -3.934, 0.859], [1.276, 0.313, -2.131], [2.271, -0.745, -2.313], [1.516, -0.368, -2.786], [-1.796, 1.368, 3.843], [-2.430, 2.114, 2.732], [-1.661, 1.554, 2.905], [0.142, 2.584, 2.198], [1.487, 2.054, 1.987], [1.040, 2.925, 2.101], [0.942, -2.111, 3.461], [-0.294, -1.351, 3.217], [0.582, -1.226, 3.628], [-3.648, 0.787, 0.101], [-4.593, -0.321, -0.230], [-4.325, 0.247, 0.523], [-1.078, -0.069, -3.809], [-0.089, -1.190, -3.490], [-1.009, -0.946, -3.422], [1.815, 2.960, -1.591], [2.980, 3.828, -1.543], [2.731, 2.962, -1.895], [0.976, 4.712, 0.606], [2.382, 4.125, 0.693], [1.843, 4.741, 0.198], [-1.593, -2.219, -2.619], [-2.702, -2.444, -1.484], [-2.074, -2.875, -2.068]], "forces_ev_per_a": [[0.68, -0.18, 1.65], [-0.06, 0.29, -2.60], [-1.09, 0.11, 1.73], [0.76, -0.86, 0.06], [-1.59, 0.82, -1.07], [-0.24, 0.07, -0.65], [-0.25, -0.04, 0.08], [-0.04, 0.24, -0.57], [-0.02, 0.27, 0.00], [0.24, -0.51, 0.71], [0.39, -0.06, -0.29], [-0.12, 0.18, 0.08], [0.50, 0.02, 0.01], [0.89, -0.52, 0.81], [-0.20, 0.23, -0.16], [-0.37, 0.25, 0.20], [0.62, -0.53, 0.05], [-0.34, -0.79, 0.27], [-0.21, -0.39, 0.35], [0.34, 0.78, -0.72], [-0.13, -0.19, 0.29], [-0.03, 0.14, 0.51], [0.40, -0.13, -0.74], [0.01, -0.14, -0.68], [0.77, -0.17, 0.24], [-0.78, 0.62, 0.34], [0.11, -0.60, 0.16], [-0.56, -0.13, 0.55], [0.34, 0.55, -0.68], [-0.63, -0.58, -0.50], [-0.41, 0.11, -0.99], [1.04, 0.56, 1.50], [-0.63, -0.12, -0.32], [0.01, -0.55, -0.45], [0.86, 0.32, 0.49], [0.42, -0.19, 0.02], [0.10, -0.02, -0.33], [-0.52, 0.30, 0.33], [-0.26, 0.33, 0.33], [0.28, 0.61, 0.48], [-0.28, -0.63, -0.31], [0.31, 0.14, 0.33], [-0.13, 0.58, 0.05], [-0.32, -0.90, -0.58], [-0.03, 0.29, 0.22], [0.00, 0.16, 0.51], [0.10, -0.03, -0.48], [0.00, 0.00, 0.00], [0.83, 0.30, 0.09], [-0.59, 0.22, -0.49], [-0.06, -0.17, -0.15], [0.24, -0.04, -0.16], [-0.15, 0.11, 0.25], [0.11, -0.28, 0.30], [-0.24, -0.21, 0.48], [0.21, 0.65, -0.88], [-1.07, 0.03, 0.57], [0.18, 0.42, -0.12], [0.61, -0.76, -0.13]], "mulliken_charge": [-1.29, 1.15, -1.38, -0.17, 0.16, 0.31, 0.32, 0.34, 0.36, -1.18, 0.86, 0.28, 0.29, 0.05, 0.26, 0.36, -0.64, 0.33, 0.29, -0.73, 0.24, 0.33, -0.63, 0.30, 0.33, -0.62, 0.33, 0.25, -0.60, 0.32, 0.31, -0.66, 0.36, 0.34, -0.68, 0.24, 0.29, -0.51, 0.24, 0.45, -0.72, 0.33, 0.33, -0.66, 0.35, 0.40, -0.69, 0.29, 0.32, -0.69, 0.32, 0.33, -0.62, 0.30, 0.34, -0.65, 0.46, 0.38, -0.69], "orbital_gap_ev": 8.36, "homo_energy_ev": -8.4, "total_charge": 0, "multiplicity": 1, "energy_ha": -1359.1079}

***

Entry 4:
{"formula": "C4H3AgO2", "method": "the ωB97M-V functional and the def2-TZVPD basis", "elements": ["H", "O", "C", "C", "C", "C", "O", "Ag", "H", "H"], "xyz": [[0.259, -0.973, -0.359], [0.192, -1.879, 1.580], [-0.150, -0.956, 0.817], [-0.687, 0.337, 1.136], [-0.678, 1.245, 0.129], [-0.326, 1.373, -1.112], [0.164, 0.769, -2.023], [1.233, 1.061, -4.761], [0.653, -1.619, 2.404], [-0.661, 0.643, 2.189]], "forces_ev_per_a": [[-1.76, -1.01, 2.94], [1.22, -0.52, 0.08], [1.11, 1.60, -4.57], [0.95, 1.79, 0.83], [-0.25, 0.00, 0.78], [0.93, -4.58, -0.08], [-0.54, 3.06, -0.47], [-0.01, 0.03, -0.03], [-0.89, -0.23, 0.72], [-0.76, -0.13, -0.18]], "mulliken_charge": [0.27, -0.26, 0.24, -0.19, -0.30, 0.80, -0.34, 0.98, 0.41, 0.38], "orbital_gap_ev": 6.93, "homo_energy_ev": -18.0, "total_charge": 2, "multiplicity": 1, "energy_ha": -450.7618}

***

Number 1: strongest force on any atom 0.133 Eh/bohr. Number 2: strongest force on any atom 0.048 Eh/bohr. Number 3: strongest force on any atom 0.051 Eh/bohr. Number 4: strongest force on any atom 0.097 Eh/bohr.